DFT (ωB97M-V/def2-TZVPD) results for a molecular structure, C25H26CoN8Se.

XYZ file:
```
61
Properties=species:S:1:pos:R:3:forces:R:3
Co -0.4028 0.6056 1.0830 -0.34 0.25 0.25
C -3.6819 1.9141 1.1591 0.02 -0.01 0.00
C -2.4143 1.6862 1.9305 -0.08 0.08 -0.12
C -2.2377 0.5340 2.7061 -0.03 -0.10 0.00
C -1.0402 0.2950 3.3687 0.03 -0.08 0.18
C -0.0062 1.2393 3.3000 -0.18 0.09 0.10
C -0.1912 2.4339 2.5903 0.12 0.09 0.21
C -1.3883 2.6486 1.9228 -0.05 0.02 -0.09
H -3.5785 1.5543 0.1321 0.01 0.00 0.01
H -3.9238 2.9749 1.1141 -0.01 -0.01 0.01
H -4.5166 1.3843 1.6144 0.00 0.01 0.00
H -3.0425 -0.1881 2.7695 0.02 0.01 -0.03
H -0.9208 -0.5935 3.9752 0.02 0.00 -0.02
H 0.8898 1.0962 3.8838 0.00 -0.02 -0.03
H 0.5803 3.1928 2.5983 0.00 -0.01 -0.02
H -1.5413 3.5703 1.3743 0.00 -0.04 -0.02
Se -2.1858 -1.2335 -6.0595 -0.02 -0.04 -0.14
N -1.5049 0.2217 -5.3108 -0.02 -0.03 -0.01
C -1.4826 0.0079 -4.0221 0.03 0.04 0.18
C -0.9908 0.9862 -3.0533 -0.08 -0.03 -0.20
C -0.5117 2.2466 -3.4169 0.01 -0.03 -0.05
C -0.0850 3.1104 -2.4312 -0.04 0.04 0.00
C -0.1174 2.6868 -1.1083 0.02 -0.04 -0.01
N -0.5453 1.4785 -0.7514 0.04 -0.06 -0.20
C -1.0031 0.6445 -1.7069 -0.01 -0.07 0.17
C -1.5125 -0.6574 -1.2546 0.03 0.17 0.10
N -1.4962 -0.8761 0.0746 0.04 -0.04 -0.13
C -2.0122 -2.0087 0.5400 0.02 -0.03 -0.03
C -2.5287 -2.9968 -0.2916 -0.04 0.00 0.02
C -2.5104 -2.7958 -1.6549 0.01 0.01 -0.06
C -2.0029 -1.5942 -2.1566 -0.08 -0.04 -0.18
C -1.9801 -1.2647 -3.5807 0.04 0.04 0.17
N -2.4047 -2.0744 -4.5143 0.01 0.03 -0.03
H -0.4862 2.5184 -4.4648 -0.02 0.02 0.02
H 0.2721 4.1028 -2.6673 0.01 -0.02 0.00
H 0.2213 3.3381 -0.3124 0.06 -0.02 -0.01
H -2.0030 -2.1431 1.6150 0.04 -0.02 -0.01
H -2.9347 -3.9016 0.1382 0.02 0.00 -0.01
H -2.8858 -3.5388 -2.3475 -0.02 0.01 0.03
C 1.3067 -1.7308 1.0811 0.16 -0.02 0.05
N 1.3601 -0.2473 0.7675 0.17 -0.07 0.02
C 1.9092 -0.1364 -0.6459 0.09 -0.05 0.02
N 3.1845 -0.7811 -0.7914 0.00 -0.04 0.04
C 3.0496 -2.2019 -0.4510 -0.02 0.07 0.02
N 2.5893 -2.3629 0.9312 0.04 0.01 0.04
C 3.5631 -1.7269 1.8251 -0.07 0.02 -0.05
N 3.7033 -0.3021 1.5072 0.05 -0.01 -0.01
C 2.4317 0.3386 1.6716 0.14 -0.03 -0.09
C 4.1512 -0.1631 0.1204 -0.07 -0.03 -0.01
H 0.5944 -2.1940 0.4030 -0.01 0.01 -0.04
H 0.9550 -1.8435 2.1100 -0.01 0.03 0.00
H 2.0006 0.9200 -0.8938 -0.01 0.03 0.03
H 1.2021 -0.6140 -1.3179 -0.15 -0.02 -0.05
H 4.0150 -2.6906 -0.5659 0.00 -0.02 -0.01
H 2.3337 -2.6701 -1.1286 0.01 -0.01 -0.01
H 4.5278 -2.2170 1.7123 0.01 -0.01 0.00
H 3.2317 -1.8373 2.8587 0.02 -0.01 0.01
H 2.5140 1.4040 1.4435 -0.03 0.01 0.00
H 2.1098 0.2060 2.6991 0.04 -0.07 -0.03
H 5.1176 -0.6490 0.0028 0.02 0.01 0.00
H 4.2559 0.8949 -0.1243 0.02 0.00 0.00
```
Forces are in eV/Å.

Its HOMO-LUMO gap (spin up / spin down) is 7.5 / 7.9 eV. The HOMO energy (spin up / spin down) comes out at -0.5304 / -0.5305 hartree. Its net charge is +2. The LUMO energy (spin up / spin down) comes out at -7.0 / -6.5 eV. Its energy above the lowest of the compared OMol25 structures with the same formula, charge and spin is 0.0 kJ/mol. The spin multiplicity is 2.